104
Properties=species:S:1:pos:R:3 method="wB97M-V/def2-TZVPD" homo_ev=-1.0725 energy_ha=-6040.40414 total_charge=-2 relative_energy_ev=3.228 orbital_gap_ev=4.842 e_lumo_ev=3.77
Rb 0.368 -0.115 -0.965
C -1.696 5.614 3.730
C -1.918 4.278 3.020
C -3.415 3.965 3.026
C -1.372 4.406 1.597
N -1.176 3.218 3.742
C -0.480 3.413 4.930
C 0.181 2.276 5.189
N -0.103 1.365 4.198
B 0.665 0.020 4.115
N -0.365 -1.151 3.929
C -1.203 -1.363 5.005
C -2.099 -2.306 4.674
N -1.821 -2.698 3.371
C -0.739 -1.973 2.918
S -0.027 -2.135 1.393
C -2.518 -3.810 2.668
C -3.637 -4.334 3.569
C -3.163 -3.315 1.370
C -1.541 -4.958 2.408
N 1.802 -0.031 3.059
C 2.367 -1.248 2.742
C 3.363 -1.046 1.870
N 3.409 0.321 1.610
C 2.502 0.952 2.424
S 2.348 2.631 2.653
C 4.476 0.943 0.783
C 5.534 1.529 1.718
C 3.915 2.006 -0.164
C 5.107 -0.143 -0.093
C -0.971 1.929 3.319
S -1.759 1.125 2.051
H -2.221 6.384 3.165
H -0.638 5.876 3.764
H -2.099 5.610 4.745
H -3.953 4.743 2.480
H -3.789 3.934 4.052
H -3.599 3.002 2.554
H -1.851 5.254 1.102
H -1.566 3.504 1.023
H -0.293 4.570 1.626
H -0.464 4.346 5.457
H 0.871 2.043 5.979
H 1.149 -0.137 5.221
H -1.105 -0.790 5.910
H -2.916 -2.696 5.247
H -4.373 -3.558 3.791
H -3.250 -4.742 4.505
H -4.143 -5.138 3.036
H -3.815 -2.463 1.575
H -3.759 -4.123 0.939
H -2.413 -3.009 0.647
H -1.139 -5.329 3.355
H -0.716 -4.630 1.780
H -2.061 -5.773 1.902
H 1.988 -2.172 3.134
H 3.952 -1.769 1.343
H 5.095 2.321 2.325
H 6.360 1.939 1.132
H 5.925 0.752 2.380
H 3.470 2.830 0.382
H 3.164 1.573 -0.827
H 4.742 2.381 -0.773
H 5.680 -0.868 0.487
H 5.790 0.340 -0.791
H 4.344 -0.666 -0.673
N -0.720 1.035 -6.159
C -1.789 1.910 -6.205
C -2.566 1.998 -7.358
C -3.659 2.852 -7.428
C -3.987 3.642 -6.337
C -3.212 3.564 -5.185
C -2.123 2.710 -5.102
S -1.170 2.617 -3.631
N 0.090 1.573 -3.976
C 0.198 0.910 -5.103
C 1.277 0.049 -5.266
C 1.574 -0.746 -6.395
C 2.551 -1.685 -6.429
C 3.283 -1.945 -5.200
C 3.086 -1.198 -4.117
N 2.196 -0.087 -4.133
H -0.576 0.453 -6.961
H -2.307 1.375 -8.208
H -4.247 2.896 -8.336
H -4.838 4.311 -6.376
H -3.461 4.173 -4.322
H 0.966 -0.608 -7.283
H 2.727 -2.283 -7.312
H 3.967 -2.780 -5.128
H 3.562 -1.375 -3.164
Cl 2.739 -3.872 -0.664
C 1.066 -4.006 -1.234
C 0.521 -2.929 -1.899
C -0.775 -3.119 -2.326
Cl -1.563 -1.767 -3.165
C -1.518 -4.276 -2.112
Cl -3.153 -4.441 -2.682
C -0.928 -5.321 -1.405
Cl -1.818 -6.776 -1.090
C 0.386 -5.188 -0.959
Cl 1.119 -6.488 -0.066
N 2.477 1.225 -2.056
C 2.227 0.691 -3.060